Entry 1:
{
  "formula": "C5H11N3",
  "method": "ωB97M-V/def2-TZVPD",
  "elements": ["C", "C", "C", "N", "N", "H", "H", "H", "H", "H", "H", "H", "H", "C", "C", "N", "H", "H", "H"],
  "positions_angstrom": [[2.000259, 1.217500, 0.330393], [1.107189, 0.138028, -0.223264], [1.568527, -1.250130, -0.467137], [0.712560, -0.916755, 0.663160], [-0.741075, -1.277231, 0.597905], [1.388918, 2.045583, 0.708414], [2.662004, 1.596810, -0.452833], [2.605968, 0.821610, 1.155274], [0.309827, 0.492075, -0.890209], [1.131866, -1.784780, -1.303479], [2.572109, -1.554212, -0.199790], [-0.853006, -2.057022, 1.238781], [-1.003571, -1.606665, -0.334469], [-2.344414, 0.701412, -1.106585], [-2.212984, 0.546844, 0.193055], [-2.297323, 0.934869, 1.362313], [-1.882048, 1.503098, -1.644484], [-2.950106, 0.022587, -1.679727], [-1.774698, 0.426378, 2.052683]],
  "forces_ev_per_a": [[-0.0702, -0.0536, 0.1056], [-0.2936, 0.7025, -0.4896], [-0.0808, -0.1839, -0.1944], [-1.8111, -0.7721, 0.6790], [2.0359, -0.5010, -0.0662], [0.1807, -0.1104, -0.0196], [-0.0315, 0.0311, 0.0988], [-0.1079, 0.0957, -0.2098], [0.4242, -0.2033, 0.1540], [-0.0523, -0.0055, 0.0091], [0.0404, -0.0075, 0.0108], [0.2028, -0.0447, -0.0620], [0.3019, 0.0430, 0.1329], [-0.3179, -0.9089, -0.1867], [-0.7067, 2.7866, 0.6953], [-0.6073, -0.7919, -0.7789], [0.4600, 0.2244, 0.0545], [-0.1766, -0.1624, -0.0572], [0.6097, -0.1381, 0.1243]],
  "smiles": "C[C@H]1CN1N.C=C=N",
  "gap_ev": 9.46,
  "max_force_ha_per_bohr": 0.058
}



Entry 2:
{
  "formula": "C37H39N4O5Rb",
  "method": "ωB97M-V/def2-TZVPD",
  "elements": ["Rb", "C", "O", "C", "C", "C", "C", "C", "C", "N", "N", "C", "O", "C", "C", "C", "C", "C", "C", "C", "O", "H", "H", "H", "H", "H", "H", "H", "H", "H", "H", "H", "H", "C", "C", "C", "C", "C", "C", "C", "C", "C", "C", "H", "H", "H", "H", "H", "H", "H", "H", "H", "H", "H", "H", "H", "H", "H", "O", "C", "C", "C", "C", "N", "C", "C", "C", "C", "C", "C", "O", "C", "C", "N", "H", "H", "H", "H", "H", "H", "H", "H", "H", "H", "H", "H"],
  "positions_angstrom": [[-0.573872, -0.453658, -0.261177], [-6.209672, -2.042355, -1.117109], [-5.413002, -0.961510, -0.728027], [-4.699336, -0.327308, -1.726783], [-4.960384, -0.485073, -3.068389], [-4.186625, 0.178568, -4.032933], [-3.149725, 0.991274, -3.623506], [-2.871453, 1.173050, -2.265358], [-1.831796, 2.093778, -1.762295], [-0.679297, 2.412488, -2.211497], [-0.276427, 1.900620, -3.441237], [0.647746, 0.977018, -3.358459], [1.106196, 0.393048, -2.335468], [1.198157, 0.555016, -4.707478], [2.145669, -0.463580, -4.748943], [2.681938, -0.889382, -5.957274], [2.275167, -0.301197, -7.147033], [1.325987, 0.715315, -7.114330], [0.792734, 1.138726, -5.906292], [-3.626457, 0.504894, -1.252317], [-3.341455, 0.589100, -0.008953], [-6.570859, -2.507299, -0.199421], [-5.633950, -2.778857, -1.689992], [-7.074703, -1.730019, -1.718635], [-5.758467, -1.143599, -3.391851], [-4.387254, 0.023785, -5.086214], [-2.513578, 1.487113, -4.344490], [-2.076711, 2.550232, -0.803218], [2.435850, -0.908171, -3.805265], [3.415069, -1.688779, -5.969338], [2.687281, -0.634374, -8.093462], [0.996908, 1.177451, -8.039239], [0.052277, 1.926356, -5.860302], [1.081400, -3.437279, -0.344556], [-0.179641, -3.435640, -0.981385], [-1.173785, -3.486892, 0.023265], [-0.524833, -3.517669, 1.275870], [0.868532, -3.501444, 1.050539], [1.916942, -3.632630, 2.114005], [-1.193497, -3.613537, 2.614836], [-2.661398, -3.425485, -0.193229], [-0.403904, -3.280775, -2.459351], [2.401918, -3.406991, -1.055996], [2.020730, -4.657162, 2.502456], [1.709267, -2.994089, 2.982574], [2.903989, -3.344356, 1.738808], [-1.279132, -4.646483, 2.987358], [-2.207517, -3.204676, 2.585581], [-0.651013, -3.052976, 3.385004], [-3.196067, -4.141631, 0.442392], [-2.919025, -3.670772, -1.226885], [-3.101665, -2.439422, 0.011087], [-0.223088, -4.203796, -3.027488], [0.247555, -2.512020, -2.890419], [-1.428247, -2.969631, -2.681881], [2.744831, -4.397676, -1.389357], [3.204306, -3.007557, -0.424163], [2.360924, -2.769905, -1.944964], [4.247463, 0.737196, 5.901527], [4.440261, -0.175979, 4.827329], [3.418952, 0.051114, 3.747547], [3.611289, -0.520995, 2.499185], [2.625988, -0.380440, 1.535425], [1.509397, 0.303891, 1.751289], [1.329270, 0.870650, 2.939580], [2.254771, 0.766140, 3.976832], [0.042155, 1.619622, 3.102967], [-0.060806, 2.692985, 3.981269], [-1.276713, 3.363785, 4.070920], [-1.433909, 4.545272, 4.991861], [-0.350245, 5.465605, 4.911867], [-2.323579, 2.928865, 3.275509], [-2.134556, 1.843564, 2.423894], [-0.972070, 1.204557, 2.345490], [4.770712, 0.434837, 6.647098], [4.343796, -1.208401, 5.183791], [5.443814, -0.061892, 4.401966], [4.504656, -1.095543, 2.282091], [2.721973, -0.842458, 0.558625], [2.068895, 1.204482, 4.946058], [0.789989, 3.026412, 4.561173], [-1.461510, 4.213270, 6.032215], [-2.383862, 5.047586, 4.778488], [-0.112115, 5.550742, 3.982176], [-3.280538, 3.437500, 3.294677], [-2.907513, 1.482457, 1.748937]],
  "forces_ev_per_a": [[-0.0572, -0.0373, -0.0186], [0.0140, 0.0081, 0.0116], [0.0066, 0.0205, -0.0038], [0.0246, -0.0109, 0.0192], [-0.0584, -0.0578, 0.0276], [0.0306, 0.0279, -0.0184], [0.0153, -0.0290, -0.0152], [0.0529, 0.0300, 0.0240], [-0.0034, 0.0684, 0.0359], [-0.0197, -0.0484, -0.0863], [0.0247, 0.0217, 0.0672], [-0.0958, 0.0640, -0.1253], [0.0808, -0.0240, 0.0879], [0.0168, -0.0581, 0.0474], [-0.0271, 0.0150, -0.0054], [0.0061, -0.0042, 0.0020], [0.0056, -0.0043, -0.0154], [-0.0134, 0.0108, -0.0086], [0.0108, 0.0108, -0.0029], [0.0473, -0.0300, 0.0024], [-0.0815, 0.0293, 0.0218], [-0.0042, -0.0079, -0.0078], [-0.0119, -0.0007, -0.0055], [0.0009, -0.0045, -0.0042], [0.0076, 0.0098, -0.0144], [-0.0023, -0.0004, -0.0041], [-0.0072, 0.0032, -0.0052], [-0.0097, -0.0012, -0.0091], [0.0047, 0.0021, 0.0012], [-0.0014, -0.0003, -0.0066], [0.0029, -0.0010, 0.0006], [0.0036, -0.0026, -0.0046], [-0.0038, 0.0001, -0.0004], [0.0048, -0.0248, -0.0080], [-0.0537, 0.0127, 0.1369], [0.0842, -0.0808, -0.0579], [-0.0134, 0.0010, -0.0512], [-0.0358, 0.0575, -0.0353], [0.0548, 0.0283, 0.0389], [-0.0464, 0.0116, 0.0680], [-0.0622, -0.0028, -0.0100], [-0.0083, 0.0007, -0.0545], [0.0904, 0.0256, -0.0083], [-0.0305, -0.0125, -0.0246], [-0.0062, 0.0042, 0.0000], [0.0035, -0.0097, 0.0029], [0.0045, -0.0038, -0.0113], [-0.0008, 0.0025, -0.0123], [0.0138, 0.0096, -0.0167], [0.0074, 0.0035, 0.0084], [0.0062, -0.0034, -0.0017], [0.0188, 0.0019, 0.0150], [0.0150, -0.0015, 0.0083], [0.0052, 0.0012, 0.0027], [-0.0024, -0.0080, 0.0081], [-0.0304, -0.0054, -0.0149], [-0.0235, -0.0030, 0.0239], [-0.0169, 0.0020, -0.0118], [-0.0062, 0.0116, -0.0044], [0.0099, -0.0144, -0.0032], [0.0021, 0.0155, 0.0500], [0.0629, -0.0466, -0.0347], [-0.0312, 0.0335, 0.0671], [0.1036, -0.0092, -0.0084], [-0.1562, 0.0402, 0.0253], [0.0020, -0.0440, -0.1032], [0.1735, -0.0196, 0.0698], [-0.1305, -0.0140, -0.0513], [0.0659, -0.0279, -0.0009], [-0.0297, -0.0011, -0.0040], [0.0155, 0.0023, -0.0018], [-0.0613, 0.0247, 0.0070], [0.0588, 0.0045, 0.0208], [0.0091, 0.0080, 0.0285], [0.0027, -0.0025, 0.0111], [0.0016, 0.0057, -0.0049], [-0.0105, -0.0076, -0.0038], [-0.0115, 0.0032, -0.0076], [0.0066, 0.0189, -0.0136], [-0.0142, 0.0137, 0.0005], [0.0130, -0.0109, -0.0011], [0.0010, 0.0051, -0.0048], [0.0079, -0.0073, -0.0024], [-0.0037, 0.0055, -0.0004], [0.0028, -0.0033, -0.0021], [-0.0207, 0.0112, -0.0088]],
  "charge": -2,
  "gap_ev": 4.19,
  "max_force_ha_per_bohr": 0.004
}



Entry 3:
{
  "formula": "CH4O3",
  "method": "ωB97M-V/def2-TZVPD",
  "elements": ["O", "C", "O", "H", "H", "O", "H", "H"],
  "positions_angstrom": [[-1.240987, -0.280001, -0.632728], [-0.197048, -0.760734, -0.984720], [0.963518, -0.625375, -0.350212], [-0.096605, -1.370556, -1.890583], [0.856683, 0.107954, 0.307529], [0.348927, 1.308662, 1.484448], [0.049105, 2.128105, 1.069504], [-0.458184, 0.922443, 1.844814]],
  "forces_ev_per_a": [[-0.0787, 0.1181, 0.0003], [-0.0035, -0.0593, 0.0365], [0.0117, 0.2910, -0.2686], [0.0793, -0.1230, 0.0665], [-0.0548, -0.2766, 0.1441], [-0.0285, 0.2488, 0.0817], [0.0866, -0.1186, 0.0064], [-0.0121, -0.0804, -0.0668]],
  "smiles": "O=CO.O",
  "gap_ev": 11.21,
  "max_force_ha_per_bohr": 0.008
}



Entry 4:
{
  "formula": "CHBr3",
  "method": "ωB97M-V/def2-TZVPD",
  "elements": ["C", "Br", "Br", "Br", "H"],
  "positions_angstrom": [[0.071201, -0.050981, 0.114823], [-1.468128, 1.031919, 0.672850], [1.075371, 0.996862, -1.189836], [-0.323576, -1.791306, -0.615897], [0.645132, -0.186494, 1.018060]],
  "forces_ev_per_a": [[-0.2808, 0.6566, -0.3842], [0.2487, -0.6527, -0.1802], [-0.0210, -0.3184, 0.4164], [-0.1893, 0.3314, 0.2657], [0.2424, -0.0168, -0.1178]],
  "gap_ev": 10.18,
  "max_force_ha_per_bohr": 0.016
}



Entry 5:
{
  "formula": "CH8NO",
  "method": "ωB97M-V/def2-TZVPD",
  "elements": ["N", "H", "H", "H", "H", "C", "O", "H", "H", "H", "H"],
  "positions_angstrom": [[-1.146337, -0.994101, 1.159623], [-0.634585, -1.862428, 1.344380], [-0.571475, -0.332016, 0.580135], [-1.467038, -0.596856, 2.048898], [-1.978851, -1.242251, 0.630441], [1.197147, 1.094854, -0.816669], [0.122388, 0.124337, -0.848147], [0.769464, 2.088000, -0.746527], [1.846005, 0.972096, -1.671213], [1.796874, 0.928059, 0.080548], [0.066408, -0.179692, -1.761467]],
  "forces_ev_per_a": [[-0.3624, -0.2587, 0.7062], [0.0719, 0.2521, -0.0151], [-0.0253, -0.2658, -0.3636], [0.2382, 0.0035, -0.1502], [-0.1096, 0.0292, -0.2119], [0.0113, -0.0161, 0.7275], [0.4899, 0.1787, -0.3030], [0.0415, 0.1857, -0.2824], [0.0324, 0.1280, -0.2440], [-0.0777, -0.1086, -0.0645], [-0.3102, -0.1278, 0.2010]],
  "charge": 1,
  "gap_ev": 11.53,
  "max_force_ha_per_bohr": 0.016
}



Entry 6:
{
  "formula": "C20H35FN5O3Pd",
  "method": "ωB97M-V/def2-TZVPD",
  "elements": ["Pd", "C", "N", "C", "C", "O", "C", "O", "C", "C", "O", "N", "C", "C", "H", "H", "H", "H", "H", "H", "H", "H", "H", "H", "H", "H", "H", "H", "H", "H", "F", "C", "C", "C", "C", "C", "C", "C", "H", "H", "H", "H", "H", "H", "C", "N", "C", "C", "N", "N", "C", "C", "H", "H", "H", "H", "H", "H", "H", "H", "H", "H", "H", "H", "H"],
  "positions_angstrom": [[0.055502, -1.004831, -0.831867], [4.128403, 2.837257, -0.568265], [3.811768, 1.417033, -0.711645], [4.877140, 0.457671, -0.433800], [2.606863, 0.986217, -1.110742], [2.326213, -0.198870, -1.282378], [1.566539, 2.063660, -1.409266], [0.310981, 1.433082, -1.412883], [-0.804780, 2.263099, -1.206680], [-1.964602, 1.355712, -0.801456], [-1.937715, 0.154499, -1.078359], [-3.005038, 1.940406, -0.195619], [-3.046527, 3.368246, 0.108700], [-4.126573, 1.129227, 0.272777], [5.200272, 2.933301, -0.424824], [3.862464, 3.403549, -1.460832], [3.634743, 3.281579, 0.298253], [5.731293, 0.648332, -1.084205], [5.198089, 0.548571, 0.604707], [4.509405, -0.545126, -0.612532], [1.599452, 2.860016, -0.661699], [1.783923, 2.505786, -2.388484], [-0.597709, 3.001757, -0.429594], [-1.076459, 2.792922, -2.125284], [-2.680378, 3.966902, -0.722690], [-4.081130, 3.648686, 0.281985], [-2.474855, 3.610732, 1.007465], [-3.993689, 0.107702, -0.062124], [-4.172365, 1.150446, 1.363813], [-5.060652, 1.523285, -0.127410], [-1.415222, -0.883323, -6.422891], [-1.036483, -1.432477, -5.258560], [0.313264, -1.543373, -4.978701], [0.699693, -2.102395, -3.777655], [-0.253328, -2.555451, -2.834052], [0.148557, -3.105721, -1.570340], [-1.620003, -2.431455, -3.181197], [-2.010112, -1.876637, -4.380833], [1.039924, -1.199163, -5.703039], [1.752428, -2.191695, -3.538328], [1.182456, -3.406719, -1.453597], [-0.573650, -3.690714, -1.015180], [-2.369668, -2.776444, -2.478706], [-3.055055, -1.782769, -4.648349], [0.765805, 0.892983, 1.952963], [0.414512, -0.123502, 2.922371], [1.386744, -0.272103, 4.002552], [-0.364081, -1.187250, 2.540641], [-0.597137, -1.447309, 1.294140], [-0.857008, -1.951107, 3.571090], [-1.394009, -3.267105, 3.280728], [-1.380215, -1.334753, 4.784026], [0.960643, 1.827568, 2.481720], [-0.051810, 1.039135, 1.256242], [1.661934, 0.618267, 1.385490], [2.399825, -0.195277, 3.598776], [1.289492, -1.242585, 4.477510], [1.260792, 0.506144, 4.756721], [-1.320915, -2.141553, 1.185263], [-0.775350, -3.772221, 2.541915], [-2.429061, -3.229482, 2.919973], [-1.379656, -3.857788, 4.195772], [-1.130954, -0.278435, 4.812163], [-0.973658, -1.816978, 5.674505], [-2.469264, -1.429155, 4.811797]],
  "forces_ev_per_a": [[-0.0306, -0.1204, 0.1749], [-0.0251, -0.0959, 0.0024], [0.0829, 0.0525, -0.0137], [-0.0142, 0.0954, -0.0032], [-0.0091, 0.0068, -0.2791], [0.1385, -0.0523, 0.2940], [-0.1151, -0.0398, 0.0520], [-0.0633, -0.0380, -0.0016], [0.1298, -0.1414, 0.0399], [-0.1062, 0.0011, -0.2743], [-0.0093, -0.0469, 0.2419], [-0.0794, 0.0159, 0.0600], [0.0221, -0.0953, -0.0039], [0.0414, 0.0955, -0.0061], [0.0300, -0.0097, -0.0161], [-0.0015, -0.0165, -0.0052], [0.0002, -0.0226, 0.0135], [-0.0158, 0.0095, -0.0034], [0.0014, 0.0024, 0.0029], [-0.0479, -0.0393, -0.0051], [-0.0158, 0.0306, 0.0629], [0.0377, 0.0459, -0.0100], [0.0367, 0.0577, 0.0669], [-0.0389, 0.0800, -0.0436], [-0.0002, -0.0080, -0.0230], [-0.0422, 0.0071, -0.0105], [0.0011, -0.0173, 0.0103], [0.0331, -0.0247, -0.0223], [0.0017, 0.0145, -0.0242], [0.0179, 0.0028, -0.0065], [-0.0366, 0.0543, -0.1096], [0.0195, -0.0403, 0.0380], [0.0984, 0.0138, 0.0122], [0.0420, 0.0548, 0.0601], [0.0083, -0.0682, -0.1294], [-0.1025, 0.1380, -0.1024], [-0.0182, -0.0058, 0.0248], [-0.1066, -0.0079, 0.0726], [-0.0208, -0.0082, 0.0122], [-0.0058, -0.0083, -0.0168], [0.0521, 0.0232, 0.0349], [-0.0300, -0.0104, 0.0197], [0.0012, -0.0019, -0.0303], [0.0457, -0.0020, 0.0014], [0.0152, -0.1044, 0.1067], [0.0856, 0.0243, 0.0348], [-0.0441, 0.0487, -0.0520], [-0.0103, -0.0720, 0.0842], [0.1863, 0.2826, -0.2494], [0.0705, -0.0374, 0.0126], [-0.0134, 0.0556, 0.0202], [0.0288, 0.0039, -0.0246], [0.0087, 0.0088, 0.0146], [-0.1061, 0.0054, -0.0571], [0.0252, -0.0084, -0.0388], [0.0124, -0.0052, -0.0234], [-0.0602, -0.0191, 0.0043], [-0.0103, 0.0229, 0.0103], [-0.1085, -0.0648, 0.0452], [0.0175, -0.0066, -0.0100], [-0.0095, 0.0032, -0.0073], [-0.0082, 0.0065, -0.0007], [0.0200, -0.0062, -0.0141], [0.0138, -0.0121, -0.0080], [-0.0199, -0.0065, -0.0050]],
  "charge": 1,
  "multiplicity": 3,
  "s2": 2.0311,
  "gap_ev": [6.83, 7.78],
  "max_force_ha_per_bohr": 0.008
}



no.,DFT total energy (eV)
1,-9829.56694
2,-55855.47653
3,-7244.65123
4,-211180.17803
5,-4697.53791
6,-41091.35117